# 1
# CH8N2S2

A cluster of 2 separate species, CH8N2S2 in total at a distorted geometry (wB97M-V/def2-TZVPD, the OMol25 dataset).

Structure (ORCA input):
```
! wB97M-V def2-TZVPD RIJCOSX def2/J DEFGRID3
* xyz 0 1
S -0.27 -2.43 0.78
S 1.19 -1.16 0.19
H -1.20 -1.71 1.44
H 2.14 -1.18 1.16
N -0.93 1.97 -1.87
C -1.03 2.54 -0.54
N 0.06 2.36 0.37
H -0.16 2.30 -2.44
H -1.05 0.97 -1.90
H -1.29 3.60 -0.59
H -1.97 2.17 -0.13
H 0.20 1.41 0.68
H 0.92 2.82 0.10
*
```

Values from the calculation:
Total energy = -25816.96554 eV
HOMO energy = -8.66 eV
Energy relative to the best compared isomer or geometry (same formula, charge and spin) = 8.4 kcal per mole
Gap between HOMO and LUMO = 8.9 eV

Listed below, in e, are the Löwdin charges computed for each atom: number 1, S, carries 0.220; number 2, S, carries 0.213; number 3, H, carries -0.202; number 4, H, carries -0.179; number 5, N, carries -0.011; number 6, C, carries -0.398; number 7, N, carries -0.009; number 8, H, carries 0.058; number 9, H, carries 0.048; number 10, H, carries 0.100; number 11, H, carries 0.102; number 12, H, carries -0.003; number 13, H, carries 0.061

# 2
# C4H6INO

An isolated molecule of C4H6INO at a distorted geometry (wB97M-V/def2-TZVPD, the OMol25 dataset).

Structure (ORCA input):
```
! wB97M-V def2-TZVPD RIJCOSX def2/J DEFGRID3
* xyz 0 1
C -0.39 0.05 -0.84
C -0.58 1.38 0.00
C -1.30 0.21 0.37
C 1.55 -0.72 0.36
N 0.75 -0.75 -0.59
O 2.47 -1.67 0.31
I -3.44 -0.11 0.12
H -0.78 -0.03 -1.81
H 0.26 1.83 0.60
H -1.07 2.15 -0.54
H -1.23 -0.21 1.32
H 1.60 -0.08 1.23
H 2.16 -2.06 -0.53
*
```

Values from the calculation:
Total energy = -15881.38701 eV
HOMO energy = -9.02 eV
Energy relative to the best compared isomer or geometry (same formula, charge and spin) = 56.1 kcal per mole
Gap between HOMO and LUMO = 9.5 eV

Listed below, in e, are the Löwdin charges computed for each atom: number 1, C, carries -0.277; number 2, C, carries -0.141; number 3, C, carries -0.707; number 4, C, carries -0.302; number 5, N, carries 0.064; number 6, O, carries 0.044; number 7, I, carries 0.723; number 8, H, carries 0.107; number 9, H, carries 0.126; number 10, H, carries 0.083; number 11, H, carries 0.028; number 12, H, carries 0.140; number 13, H, carries 0.113

# 3
# C2H4O2S2

A cluster of 2 separate species, C2H4O2S2 in total at a distorted geometry (wB97M-V/def2-TZVPD, the OMol25 dataset).

Structure (ORCA input):
```
! wB97M-V def2-TZVPD RIJCOSX def2/J DEFGRID3
* xyz 0 1
C 0.12 0.94 0.05
C -0.83 0.01 0.49
O 2.73 1.00 -1.00
O 2.25 -0.55 0.88
S -1.64 -1.07 -0.78
S 1.73 0.25 -0.25
H -0.35 1.84 -1.32
H -0.65 -0.80 1.22
H -1.74 0.53 0.83
H -1.62 -2.15 -0.11
*
```

Values from the calculation:
Total energy = -27898.30681 eV
HOMO energy (spin up / spin down) = -9.55 / -9.56 eV
Energy relative to the best compared isomer or geometry (same formula, charge and spin) = 139.0 kcal per mole
Gap between HOMO and LUMO (spin up / spin down) = 7.7 / 7.7 eV

Listed below, in e, are the Löwdin charges computed for each atom: number 1, C, carries -0.309; number 2, C, carries -0.700; number 3, O, carries -0.348; number 4, O, carries -0.348; number 5, S, carries 0.709; number 6, S, carries 0.784; number 7, H, carries 0.263; number 8, H, carries 0.079; number 9, H, carries 0.071; number 10, H, carries -0.200

# 4
# C2H3N4

A cluster of 2 separate species, C2H3N4 in total at a distorted geometry (wB97M-V/def2-TZVPD, the OMol25 dataset).

Structure (ORCA input):
```
! wB97M-V def2-TZVPD RIJCOSX def2/J DEFGRID3
* xyz 1 1
C -0.20 1.76 -1.57
C 2.63 1.34 -0.05
N 1.80 0.60 0.03
N -0.53 0.67 -1.27
N -0.72 -0.50 -0.94
N -0.94 -0.96 0.19
H 3.44 2.04 -0.17
H -1.18 -1.88 0.24
H -1.05 -0.43 0.98
*
```

Values from the calculation:
Total energy = -8069.74229 eV
HOMO energy = -16.98 eV
Energy relative to the best compared isomer or geometry (same formula, charge and spin) = 42.5 kcal per mole
Gap between HOMO and LUMO = 9.4 eV

Listed below, in e, are the Löwdin charges computed for each atom: number 1, C, carries 0.238; number 2, C, carries -0.027; number 3, N, carries 0.055; number 4, N, carries -0.048; number 5, N, carries 0.094; number 6, N, carries 0.314; number 7, H, carries 0.092; number 8, H, carries 0.139; number 9, H, carries 0.144

# 5
# C5H14N2O

A cluster of 2 separate species, C5H14N2O in total at a distorted geometry (wB97M-V/def2-TZVPD, the OMol25 dataset).

Structure (ORCA input):
```
! wB97M-V def2-TZVPD RIJCOSX def2/J DEFGRID3
* xyz 0 1
C -1.56 -0.58 -0.72
C -2.33 -0.74 0.59
C -0.41 -1.59 -0.79
C -1.04 0.86 -0.86
H -2.24 -0.77 -1.55
H -0.49 0.99 -1.79
H -1.86 1.57 -0.86
H -1.68 -0.56 1.44
H -3.17 -0.04 0.65
H -2.74 -1.75 0.68
H 0.27 -1.46 0.05
H -0.79 -2.61 -0.75
H 0.15 -1.48 -1.73
H -0.39 1.12 -0.03
C 1.96 0.69 1.40
N 2.55 0.48 -0.23
N 2.29 1.94 1.44
O 1.43 -0.22 1.95
H 2.24 2.48 2.28
H 2.72 1.64 0.01
H 3.29 -0.22 -0.31
H 1.79 0.25 -0.86
*
```

Values from the calculation:
Total energy = -10438.73275 eV
HOMO energy = -9.80 eV
Energy relative to the best compared isomer or geometry (same formula, charge and spin) = 52.9 kcal per mole
Gap between HOMO and LUMO = 10.6 eV

Listed below, in e, are the Löwdin charges computed for each atom: number 1, C, carries -0.482; number 2, C, carries -0.087; number 3, C, carries -0.095; number 4, C, carries -0.090; number 5, H, carries 0.125; number 6, H, carries 0.073; number 7, H, carries 0.076; number 8, H, carries 0.078; number 9, H, carries 0.074; number 10, H, carries 0.075; number 11, H, carries 0.056; number 12, H, carries 0.076; number 13, H, carries 0.071; number 14, H, carries 0.062; number 15, C, carries -0.580; number 16, N, carries 0.105; number 17, N, carries 0.040; number 18, O, carries 0.053; number 19, H, carries 0.065; number 20, H, carries 0.153; number 21, H, carries 0.097; number 22, H, carries 0.055

# 6
# C17H10BrN3NiOSe

A structure of composition C17H10BrN3NiOSe at a distorted geometry (wB97M-V/def2-TZVPD, the OMol25 dataset).

Structure (ORCA input):
```
! wB97M-V def2-TZVPD RIJCOSX def2/J DEFGRID3
* xyz 0 1
Ni 0.39 -1.44 0.34
Br 6.04 3.24 -0.86
C 4.82 1.84 -0.44
C 5.32 0.57 -0.10
C 4.45 -0.44 0.23
C 3.05 -0.23 0.27
O 2.29 -1.19 0.65
C 2.56 1.06 -0.12
C 1.18 1.35 -0.20
N 0.22 0.54 0.14
C -1.11 0.95 0.11
C -1.55 2.26 0.15
C -2.92 2.56 0.11
C -3.86 1.56 0.04
C -3.45 0.21 0.04
C -4.36 -0.87 0.01
C -3.88 -2.15 0.04
C -2.50 -2.36 0.13
N -1.63 -1.38 0.16
C -2.08 -0.09 0.09
C 3.48 2.08 -0.47
H 6.38 0.40 -0.13
H 4.82 -1.42 0.50
H 0.93 2.32 -0.63
H -0.85 3.07 0.24
H -3.24 3.59 0.14
H -4.92 1.80 0.01
H -5.42 -0.66 -0.02
H -4.55 -3.00 0.02
H -2.10 -3.37 0.18
H 3.11 3.06 -0.73
Se 1.02 -3.62 0.21
C -0.38 -4.75 0.01
N -1.27 -5.48 -0.11
*
```

Values from the calculation:
Total energy = -200742.05133 eV
HOMO energy (spin up / spin down) = -8.01 / -8.03 eV
Energy relative to the best compared isomer or geometry (same formula, charge and spin) = 6.4 kcal per mole
Gap between HOMO and LUMO (spin up / spin down) = 6.7 / 6.7 eV

Listed below, in e, are the Löwdin charges computed for each atom: number 1, Ni, carries 0.329; number 2, Br, carries 0.717; number 3, C, carries -0.693; number 4, C, carries -0.105; number 5, C, carries 0.009; number 6, C, carries -0.326; number 7, O, carries -0.200; number 8, C, carries -0.131; number 9, C, carries -0.037; number 10, N, carries 0.038; number 11, C, carries -0.184; number 12, C, carries -0.003; number 13, C, carries -0.063; number 14, C, carries -0.027; number 15, C, carries -0.146; number 16, C, carries 0.011; number 17, C, carries -0.014; number 18, C, carries -0.070; number 19, N, carries 0.051; number 20, C, carries -0.134; number 21, C, carries -0.094; number 22, H, carries 0.105; number 23, H, carries 0.123; number 24, H, carries 0.132; number 25, H, carries 0.111; number 26, H, carries 0.111; number 27, H, carries 0.117; number 28, H, carries 0.124; number 29, H, carries 0.117; number 30, H, carries 0.057; number 31, H, carries 0.108; number 32, Se, carries 0.762; number 33, C, carries -0.830; number 34, N, carries 0.038

Which of these has the lowest total energy?
C17H10BrN3NiOSe